Entry 1:
{"formula": "C3H4NO6", "method": "ωB97M-V/def2-TZVPD", "orbital_gap_ev": 9.59, "homo_ev": -5.7442, "charge": -1, "elements": ["C", "C", "C", "N", "O", "O", "O", "O", "O", "O", "H", "H", "H", "H"], "positions_angstrom": [[0.871, -1.455, -1.015], [-0.594, 0.030, 0.366], [0.319, -1.173, 0.398], [2.137, 1.332, 1.465], [1.946, -0.792, -1.378], [2.556, 1.508, 2.589], [0.268, -2.201, -1.752], [1.537, 2.209, 0.849], [0.427, -1.941, 1.322], [2.309, 0.221, 0.902], [-1.139, 0.127, 1.300], [-1.281, -0.083, -0.470], [-0.021, 0.943, 0.193], [2.254, -0.253, -0.576]], "forces_ev_per_angstrom": [[0.10, -0.33, 0.03], [0.11, 0.04, 0.18], [-0.85, -0.04, -0.12], [-0.04, 0.29, -0.33], [0.34, 0.15, 0.13], [0.41, 0.06, 1.08], [0.03, 0.07, 0.12], [-0.45, 0.93, -0.51], [0.06, 0.05, -0.31], [0.72, -0.98, -0.03], [-0.05, -0.07, 0.10], [-0.16, -0.10, -0.06], [0.04, -0.10, 0.00], [-0.25, 0.01, -0.28]]}

=====

Entry 2:
{"formula": "C3H9NO2", "method": "ωB97M-V/def2-TZVPD", "smiles": "CC(N)=O.CO", "orbital_gap_ev": 10.71, "homo_ev": -9.8803, "elements": ["C", "O", "H", "H", "H", "H", "C", "C", "O", "N", "H", "H", "H", "H", "H"], "positions_angstrom": [[-0.751, 0.366, -2.514], [-1.243, 1.645, -2.937], [-2.159, 1.566, -3.228], [0.152, 0.134, -3.077], [-0.419, 0.493, -1.492], [-1.471, -0.437, -2.574], [1.360, -0.853, 2.468], [0.568, -0.692, 1.189], [0.763, -1.407, 0.222], [-0.325, 0.344, 1.230], [-0.975, 0.441, 0.471], [-0.149, 1.100, 1.871], [1.622, 0.103, 2.924], [2.268, -1.389, 2.250], [0.759, -1.412, 3.196]], "forces_ev_per_angstrom": [[0.52, 0.91, 0.12], [-0.39, -0.23, -0.19], [0.25, -0.05, 0.04], [-0.14, -0.21, -0.22], [0.00, -0.27, 0.27], [-0.21, -0.15, -0.12], [-0.22, 0.04, 0.21], [0.81, 0.22, -0.09], [-0.67, 0.16, 0.32], [0.06, -0.42, 0.05], [0.09, 0.31, -0.06], [-0.38, -0.14, -0.12], [-0.09, 0.04, -0.03], [0.21, -0.26, -0.02], [0.15, 0.06, -0.16]]}

=====

Entry 3:
{"formula": "C3H5O3P", "method": "ωB97M-V/def2-TZVPD", "smiles": "O=C(O)/C=C/PO", "orbital_gap_ev": 9.60, "homo_ev": -9.5604, "elements": ["C", "C", "C", "O", "O", "O", "P", "H", "H", "H", "H", "H"], "positions_angstrom": [[-0.370, 0.213, -0.363], [0.384, -0.814, 0.191], [1.414, -0.673, 1.269], [-2.167, 1.912, -1.476], [1.976, -1.854, 1.635], [1.790, 0.430, 1.726], [-1.855, 0.333, -1.654], [-1.036, 0.612, -2.717], [0.005, 1.121, 0.043], [0.349, -1.872, 0.147], [2.647, -1.592, 2.306], [-3.137, 2.184, -1.108]], "forces_ev_per_angstrom": [[1.12, -2.74, 0.34], [-1.22, 1.05, 0.08], [0.96, 4.18, 0.16], [-3.90, 2.24, 1.60], [0.03, 1.03, 0.41], [-0.76, -3.04, -0.68], [1.08, -0.93, 1.91], [0.83, -0.31, -0.79], [-0.16, 1.25, 0.07], [-1.17, -1.04, -1.41], [-0.43, -0.32, -0.44], [3.62, -1.36, -1.27]]}

=====

Entry 4:
{"formula": "C4H7N3", "method": "ωB97M-V/def2-TZVPD", "orbital_gap_ev": [9.70, 5.88], "homo_ev": [-9.3775, -6.6290], "elements": ["C", "C", "N", "C", "N", "C", "N", "H", "H", "H", "H", "H", "H", "H"], "positions_angstrom": [[-0.713, 1.293, -0.740], [-1.025, -1.182, 0.217], [0.111, -0.948, 0.804], [1.206, -0.368, 0.058], [2.385, -0.713, 0.339], [0.603, 0.500, -1.109], [1.165, 0.459, -2.196], [-1.619, 0.953, -1.260], [-0.503, 2.293, -1.110], [-0.953, 1.392, 0.329], [-1.025, -1.372, -0.848], [-1.943, -1.174, 0.788], [0.123, -0.776, 1.805], [3.015, -0.178, -0.265]], "forces_ev_per_angstrom": [[0.49, 0.62, -0.67], [-2.73, -1.04, -1.20], [3.20, 1.32, 0.96], [-1.70, -0.80, 0.55], [0.23, 0.80, -0.43], [-0.74, -0.23, 1.56], [0.04, 0.20, -0.42], [0.51, -0.09, 0.06], [-0.09, 0.21, -0.03], [0.49, -0.32, -0.38], [-0.12, -0.12, 0.24], [0.07, -0.08, -0.11], [0.23, -0.27, -0.26], [0.11, -0.20, 0.12]]}

=====

Entry 5:
{"formula": "C8H24FO4Pb2", "method": "ωB97M-V/def2-TZVPD", "orbital_gap_ev": 3.05, "homo_ev": -17.9967, "charge": 3, "elements": ["Pb", "Pb", "F", "C", "C", "O", "H", "H", "H", "H", "H", "H", "C", "C", "O", "H", "H", "H", "H", "H", "H", "C", "C", "O", "H", "H", "H", "H", "H", "H", "C", "C", "O", "H", "H", "H", "H", "H", "H"], "positions_angstrom": [[9.983, -16.914, 12.596], [12.590, -19.141, 13.999], [10.765, -17.647, 15.001], [8.968, -14.365, 17.874], [9.506, -14.979, 16.597], [10.437, -15.871, 17.078], [8.512, -15.103, 18.535], [8.171, -13.675, 17.598], [9.766, -13.875, 18.431], [9.899, -14.238, 15.901], [8.696, -15.508, 16.094], [10.554, -16.482, 16.347], [6.966, -19.304, 17.879], [8.296, -18.544, 17.593], [8.396, -18.509, 16.195], [6.927, -19.598, 18.928], [6.966, -20.283, 17.400], [6.080, -18.778, 17.525], [9.207, -18.973, 18.011], [8.205, -17.525, 17.969], [9.271, -18.180, 15.979], [9.812, -21.528, 16.420], [10.294, -21.365, 15.010], [11.724, -21.388, 14.999], [10.034, -22.551, 16.723], [8.740, -21.379, 16.550], [10.280, -20.816, 17.100], [9.969, -20.410, 14.598], [9.900, -22.112, 14.321], [12.001, -22.295, 15.148], [5.569, -17.707, 13.569], [6.691, -16.754, 13.925], [7.819, -17.453, 13.884], [5.845, -18.119, 12.598], [4.654, -17.127, 13.449], [5.345, -18.458, 14.327], [6.553, -16.266, 14.890], [6.843, -16.080, 13.083], [7.868, -17.954, 14.702]], "forces_ev_per_angstrom": [[-2.40, 0.22, 2.24], [-0.56, -1.31, 2.06], [1.20, -0.95, -2.94], [-0.86, 0.84, -0.44], [-1.28, 0.78, 1.30], [1.43, -1.58, -0.78], [0.16, -0.23, -0.21], [0.11, 0.39, 0.34], [-0.11, 0.15, -0.17], [0.32, 0.30, 0.00], [-0.43, -0.21, -0.29], [0.67, -0.24, 0.42], [1.40, -0.58, 0.34], [-2.19, -0.16, 1.38], [0.71, 0.08, -2.13], [-0.37, 0.60, 0.15], [0.14, 0.03, -0.41], [0.17, 0.21, 0.33], [-0.24, -0.31, 0.19], [0.13, 0.04, 0.12], [0.18, 0.11, 0.13], [-0.26, -0.24, 0.30], [-1.34, 0.05, 0.23], [0.94, 1.70, -1.03], [0.03, 0.01, 0.31], [-0.03, -0.10, -0.39], [0.24, -0.10, -0.07], [0.08, 0.60, -0.13], [0.10, -0.18, 0.08], [0.71, -0.39, 0.10], [-0.61, 0.78, -0.15], [-3.98, 2.04, -1.15], [6.31, -1.89, -1.49], [-0.36, -0.43, 0.10], [-0.10, -0.04, -0.11], [0.34, -0.11, -0.08], [0.06, 0.34, -0.13], [-0.93, 0.93, 0.35], [0.64, -1.13, 1.61]]}

=====

Entry 6:
{"formula": "C3H12O3", "method": "ωB97M-V/def2-TZVPD", "smiles": "CCCO.O.O", "orbital_gap_ev": 10.86, "homo_ev": -10.3264, "elements": ["C", "O", "C", "C", "H", "H", "H", "H", "H", "H", "H", "H", "H", "H", "O", "H", "H", "O"], "positions_angstrom": [[-0.439, 0.377, -0.290], [-0.530, 0.099, -1.699], [-0.065, 1.849, -0.017], [1.317, 2.034, 0.561], [-1.449, 0.203, 0.086], [0.195, -0.374, 0.190], [0.328, -0.226, -1.995], [-0.145, 2.343, -0.974], [-0.840, 2.257, 0.603], [2.092, 1.866, -0.190], [1.517, 3.032, 0.969], [1.491, 1.372, 1.407], [-1.887, -1.038, 4.136], [-3.261, -0.392, 4.372], [-2.828, -1.170, 4.002], [1.480, -2.491, -2.820], [2.792, -2.889, -2.111], [2.430, -2.560, -2.941]], "forces_ev_per_angstrom": [[-0.66, 0.08, -0.46], [0.36, -0.23, 0.21], [0.19, -0.88, -0.25], [0.55, 0.41, 0.36], [0.03, -0.05, 0.00], [0.24, 0.29, 0.10], [-0.08, 0.18, -0.04], [-0.06, 0.27, -0.28], [-0.24, 0.39, 0.55], [-0.02, -0.21, 0.05], [-0.29, 0.04, -0.25], [0.04, -0.28, -0.01], [0.03, 0.08, 0.05], [0.13, -0.09, -0.03], [-0.16, 0.02, -0.02], [-0.03, -0.14, 0.09], [-0.16, 0.01, -0.06], [0.15, 0.11, -0.03]]}

=====

Entry 7:
{"formula": "C19H22BrN3O", "method": "ωB97M-V/def2-TZVPD", "orbital_gap_ev": 8.65, "homo_ev": -8.1300, "elements": ["O", "C", "N", "C", "C", "C", "C", "C", "C", "H", "H", "H", "Br", "H", "H", "C", "H", "H", "C", "N", "C", "C", "N", "C", "C", "C", "C", "C", "C", "H", "H", "H", "H", "H", "C", "C", "H", "H", "H", "H", "H", "H", "H", "H", "H", "H"], "positions_angstrom": [[-2.722, -1.970, 0.281], [-2.651, -0.791, -0.018], [-3.793, 0.056, -0.084], [-5.218, -0.479, 0.093], [-6.243, 0.348, -0.132], [-7.646, 0.079, 0.241], [-8.049, -1.268, 0.624], [-6.985, -2.077, 0.431], [-5.684, -1.741, 0.294], [-4.826, -2.564, 0.457], [-7.291, -2.922, 0.780], [-9.102, -1.305, 0.484], [-8.912, 1.331, -0.063], [-5.988, 1.642, -0.151], [-3.855, 0.935, -0.380], [-1.640, 0.034, -0.150], [-1.558, 0.778, 0.431], [-1.633, 0.357, -1.231], [-0.187, -0.639, -0.133], [0.813, -0.088, -0.619], [1.282, 1.043, -0.138], [2.323, 1.808, -0.712], [3.533, 0.910, -1.027], [4.511, 0.778, 0.015], [5.142, -0.308, 0.017], [6.303, -0.474, 1.117], [6.771, 0.495, 1.610], [6.251, 2.046, 1.169], [5.066, 1.875, 0.440], [4.799, 2.828, 0.074], [6.641, 2.927, 1.507], [7.564, 0.635, 2.169], [6.663, -1.408, 1.454], [4.725, -1.550, -0.104], [3.011, -0.462, -1.729], [1.978, -0.872, -0.884], [1.588, -1.936, -1.639], [2.339, -1.397, 0.314], [3.846, -1.041, -1.915], [2.505, 0.044, -2.599], [2.860, 2.532, -0.192], [1.900, 2.071, -1.607], [0.408, 1.711, 0.103], [1.674, 0.656, 0.983], [-0.556, -1.672, -0.582], [0.044, -0.955, 0.998]], "forces_ev_per_angstrom": [[0.34, 0.64, -0.66], [-7.96, -3.00, 2.30], [-4.36, -7.70, 2.19], [2.81, 0.78, -1.24], [-3.42, 7.20, 1.82], [3.26, -2.42, -0.44], [1.22, 6.63, -3.22], [-0.13, 1.89, 0.67], [4.94, -4.15, 0.93], [-2.43, 1.75, -0.53], [-0.46, -6.37, 1.18], [-0.74, -1.44, 0.89], [-1.21, 1.56, -0.16], [-0.81, -3.97, -0.48], [0.53, 4.24, -1.51], [10.36, -0.67, -7.17], [-0.39, 5.79, 4.30], [-0.30, 0.38, 0.89], [-9.85, -8.05, 5.87], [7.67, 1.23, -9.34], [-1.91, 3.20, 9.30], [4.14, -3.11, -1.78], [-1.78, -0.56, -1.04], [-5.53, -0.86, -5.60], [4.71, -11.96, 5.34], [-7.31, -8.42, -7.66], [1.67, 15.56, 1.83], [-3.08, -8.56, -0.88], [5.97, 7.86, 4.07], [-1.25, 0.87, -0.54], [1.08, 2.05, 0.62], [3.73, -0.24, 3.24], [0.03, -1.38, -0.37], [0.93, 4.32, -0.38], [0.40, 7.99, 0.15], [-3.29, -9.42, 2.12], [0.58, 2.61, 2.71], [-0.76, 1.52, -3.40], [1.11, -1.40, -0.50], [0.88, -1.09, 0.14], [-0.62, 1.79, 1.25], [-0.25, 1.70, -2.79], [0.77, -0.23, -0.08], [-0.58, 1.31, -1.34], [1.82, 1.73, 0.48], [-0.56, 0.40, -1.18]]}

=====

Entry 8:
{"formula": "C13H20FNO15S4", "method": "ωB97M-V/def2-TZVPD", "smiles": "O=S(=O)(F)NCOc1ccccc1.O=S1(=O)OCCO1.O=S1(=O)OCCO1.O=S1(=O)OCCO1", "orbital_gap_ev": 6.94, "homo_ev": -8.7657, "elements": ["O", "S", "O", "F", "N", "C", "O", "C", "C", "C", "C", "C", "C", "H", "H", "H", "H", "H", "H", "H", "H", "C", "C", "O", "S", "O", "O", "O", "H", "H", "H", "H", "C", "C", "O", "S", "O", "O", "O", "H", "H", "H", "H", "C", "C", "O", "S", "O", "O", "O", "H", "H", "H", "H"], "positions_angstrom": [[-0.650, -2.419, -0.877], [0.116, -2.426, -2.236], [-0.899, -3.029, -3.284], [0.539, -0.824, -2.771], [1.505, -3.506, -2.261], [2.189, -3.592, -0.915], [2.902, -2.322, -0.557], [2.455, -2.078, 0.849], [1.376, -0.856, 1.083], [0.833, -0.584, 2.607], [1.414, -1.567, 3.798], [2.499, -2.783, 3.581], [3.035, -3.060, 2.049], [1.072, -4.462, -2.436], [1.384, -3.857, -0.075], [3.012, -4.439, -0.849], [1.033, -0.243, 0.129], [0.037, 0.267, 2.777], [1.018, -1.393, 4.892], [2.889, -3.496, 4.455], [3.798, -3.931, 1.779], [-1.438, 3.462, -0.567], [-2.285, 2.804, 0.520], [-1.398, 2.617, 1.621], [-0.300, 3.823, 1.628], [-0.745, 4.832, 2.563], [1.020, 3.239, 1.670], [-0.578, 4.370, 0.118], [-0.815, 2.724, -1.081], [-2.050, 3.995, -1.300], [-2.707, 1.849, 0.198], [-3.092, 3.467, 0.846], [-6.092, 2.699, 3.565], [-5.352, 2.873, 4.888], [-4.305, 1.906, 4.860], [-3.816, 1.699, 3.318], [-2.642, 2.515, 3.103], [-3.861, 0.288, 3.009], [-5.082, 2.429, 2.595], [-6.768, 1.838, 3.601], [-6.658, 3.592, 3.287], [-6.001, 2.714, 5.752], [-4.893, 3.865, 4.955], [3.376, -0.865, -4.443], [2.968, -2.132, -5.188], [2.917, -1.757, -6.563], [4.037, -0.603, -6.839], [5.217, -1.240, -7.380], [3.388, 0.521, -7.472], [4.334, -0.221, -5.282], [2.524, -0.189, -4.318], [3.813, -1.084, -3.465], [2.000, -2.516, -4.858], [3.726, -2.915, -5.080]], "forces_ev_per_angstrom": [[4.29, 1.11, -4.46], [-8.15, -2.93, 0.28], [5.10, 2.83, 3.00], [-0.14, -3.54, 1.35], [-0.09, 0.59, 0.99], [0.40, -0.52, 2.05], [-2.89, -1.68, 2.33], [-0.84, 1.05, 3.18], [1.53, -2.58, 3.07], [3.16, -3.54, -1.47], [0.93, -0.48, -2.60], [-1.33, 2.17, -3.87], [-2.77, 3.18, 0.68], [0.28, 1.67, -0.08], [1.72, 0.82, -1.82], [-1.84, 1.53, -0.96], [0.80, -1.40, 2.40], [1.89, -1.99, -0.19], [0.90, -0.36, -2.49], [-1.11, 1.97, -2.10], [-1.84, 2.19, 0.68], [-0.12, -0.59, -0.26], [-0.20, 0.44, -0.30], [4.17, 1.11, -3.74], [-0.04, -0.18, 0.13], [0.89, -1.22, -1.18], [-1.55, 0.80, 0.27], [-0.11, -0.01, 0.89], [-0.11, 0.03, 0.01], [0.21, 0.11, 0.23], [0.24, 0.02, 0.20], [0.02, -0.04, -0.07], [-0.56, -0.17, 0.50], [-0.16, 0.67, -0.12], [-0.18, -0.60, -0.86], [0.35, 0.03, 0.56], [-4.52, -1.85, 3.30], [0.37, 1.79, 0.31], [0.90, -0.14, 0.37], [0.03, 0.10, 0.03], [0.28, -0.14, -0.12], [0.23, -0.19, -0.13], [-0.12, -0.04, -0.01], [-0.67, -0.09, 0.31], [0.35, -0.25, 0.54], [0.39, 1.03, -0.16], [0.22, 0.11, -0.36], [-1.48, 1.09, 0.56], [0.95, -1.55, 0.58], [0.05, -0.52, -1.00], [0.06, -0.12, 0.02], [0.11, 0.11, -0.25], [0.09, 0.16, -0.31], [-0.08, 0.05, 0.09]]}

=====

DFT total energy (eV)
-16949.91634; -8841.92889; -18621.92661; -8727.57536; -30054.85001; -9447.50076; -96604.58849; -92050.15304